1.
5 unconnected molecules or ions with the total composition C2H13O4S in a non-equilibrium geometry. Source: OMol25; level of theory: ωB97M-V/def2-TZVPD.

Cartesian coordinates (Å):
C: -1.83469 1.62068 0.28457
C: -0.57258 1.98834 -0.52264
S: -0.64793 0.95293 -1.99257
H: -2.46574 0.84810 -0.14285
H: -2.53385 2.44297 0.44215
H: -1.50001 1.27702 1.25508
H: 0.33275 1.82616 0.08729
H: -0.43487 3.04738 -0.79405
H: 0.57422 -1.58146 3.18730
H: -0.66639 -1.15554 3.93867
O: 0.14551 -1.63705 4.02285
H: 4.00547 -0.51601 -2.33969
H: 3.99346 -0.14545 -3.84479
O: 4.43015 0.01442 -3.02023
H: -2.05192 -0.59907 1.80329
H: -1.06128 -1.30799 0.83951
O: -1.15993 -0.93950 1.72046
H: 0.81829 -1.67691 -1.04369
H: 0.01370 -2.05326 -2.26152
O: 0.61563 -2.40576 -1.61914

The multiplicity is 2. The HOMO energy (alpha / beta) comes out at -9.86 / -9.47 eV. The value obtained for the largest force on an atom is 1.78 eV/A. The HOMO-LUMO gap (alpha / beta) is 10.12 / 7.06 eV. The value obtained for the total energy is -21308.2549 eV. Its molecular weight is 133.189 g mol⁻¹. The energy above the lowest of the compared OMol25 structures with the same formula, charge and spin is 0.920 eV. As for the net charge: 0.


2.
2 unconnected molecules or ions with the total composition C3HO3 in a non-equilibrium geometry. Source: OMol25; level of theory: ωB97M-V/def2-TZVPD.

Cartesian coordinates (Å):
C: -0.18031 0.81938 0.08637
C: 1.20870 0.82421 -0.63419
C: -1.14804 0.09489 0.28572
O: -1.78520 -1.89132 1.06709
O: 1.73020 0.02908 0.13270
O: 1.40152 1.44985 -1.62757
H: -1.22687 -1.32608 0.68988

The HOMO energy (alpha / beta) comes out at -5.78 / -5.55 eV. The value obtained for the largest force on an atom is 7.85 eV/A. The HOMO-LUMO gap (alpha / beta) is 8.75 / 7.30 eV. The value obtained for the total energy is -9263.1324 eV. Its molecular weight is 85.038 g mol⁻¹. The energy above the lowest of the compared OMol25 structures with the same formula, charge and spin is 7.311 eV. As for the net charge: -1.


3.
A molecular structure, C30H35BrIrN3O4Se. Source: OMol25; level of theory: ωB97M-V/def2-TZVPD.

Cartesian coordinates (Å):
Ir: 0.04639 -1.31623 0.52049
C: -2.45777 -7.10345 3.42298
O: -2.16961 -6.11611 4.43230
C: -1.72295 -4.93597 4.09925
C: -1.48898 -4.05280 5.19740
C: -1.03910 -2.80375 4.96689
C: -0.79164 -2.32134 3.63646
C: -0.44726 -0.99269 3.44680
C: -0.24179 -0.03161 4.57211
O: -0.32298 -0.44618 2.26247
C: -0.98635 -3.24689 2.55415
O: -0.71449 -2.96329 1.28607
C: -1.46830 -4.52467 2.78973
H: -2.79933 -7.97607 3.96689
H: -1.55307 -7.34198 2.86516
H: -3.24562 -6.74111 2.76371
H: -1.69697 -4.41617 6.19400
H: -0.89127 -2.13519 5.80212
H: 0.52392 -0.40321 5.25455
H: -1.15764 0.09808 5.15033
H: 0.06186 0.93451 4.18050
H: -1.61772 -5.18335 1.94803
O: -0.16399 -2.65797 -2.20309
C: -0.08677 -2.14513 -1.20689
Br: 6.30337 -3.37800 1.32525
C: 4.57127 -2.78769 1.04628
C: 4.17876 -1.51177 1.45191
C: 2.88686 -1.10508 1.22873
N: 1.98050 -1.89913 0.61849
C: 2.34963 -3.14059 0.23947
C: 3.62683 -3.60862 0.43347
H: 4.87193 -0.84146 1.94054
H: 2.55532 -0.12875 1.55403
H: 1.59690 -3.76793 -0.21524
H: 3.87997 -4.60859 0.11007
C: 3.25159 1.46337 -2.57048
C: 2.26304 2.18707 -3.47801
C: 1.40835 1.24831 -4.32581
C: 0.48042 0.34956 -3.51184
N: -0.55032 1.13765 -2.81268
C: -0.56440 1.52132 -1.52583
Se: 0.63569 0.98278 -0.17017
N: -1.54876 2.40471 -1.31167
C: -1.86308 3.14972 -0.07338
C: -1.43519 4.60933 -0.18734
C: 0.07747 4.81140 -0.22823
C: 0.76673 4.51691 1.09969
C: -2.23558 2.57195 -2.50145
C: -3.36179 3.33714 -2.81377
C: -3.78858 3.27790 -4.11816
C: -3.13167 2.48499 -5.08856
C: -2.02788 1.72601 -4.78463
C: -1.59488 1.77813 -3.45717
H: 3.97542 2.15554 -2.14235
H: 3.80363 0.69820 -3.11959
H: 2.76656 0.95597 -1.72205
H: 2.82311 2.83461 -4.15305
H: 1.62254 2.86350 -2.89846
H: 2.05206 0.59624 -4.92050
H: 0.80954 1.82111 -5.03591
H: 1.04315 -0.20105 -2.75752
H: -0.04220 -0.36770 -4.14341
H: -1.36720 2.64485 0.75650
H: -2.93756 3.05125 0.07918
H: -1.85422 5.13669 0.67258
H: -1.90313 5.04565 -1.07161
H: 0.27259 5.84894 -0.50079
H: 0.51541 4.21470 -1.04039
H: 0.32342 5.10900 1.90115
H: 1.82553 4.76966 1.05513
H: 0.69482 3.46577 1.39499
H: -3.86932 3.94674 -2.07983
H: -4.65193 3.85521 -4.41934
H: -3.51765 2.47707 -6.09868
H: -1.53569 1.12001 -5.53196

The multiplicity is 2. The HOMO energy (alpha / beta) comes out at -16.49 / -16.46 eV. The value obtained for the largest force on an atom is 0.71 eV/A. The HOMO-LUMO gap (alpha / beta) is 6.05 / 4.22 eV. The value obtained for the total energy is -182540.8311 eV. Its molecular weight is 852.708 g mol⁻¹. The energy above the lowest of the compared OMol25 structures with the same formula, charge and spin is 0.000 eV. As for the net charge: +3.


4.
16 unconnected molecules or ions with the total composition C19H9Br2Cl60N2 in a non-equilibrium geometry. Source: OMol25; level of theory: ωB97M-V/def2-TZVPD.

Cartesian coordinates (Å):
C: 0.75675 1.65656 4.64432
C: 1.04770 1.03084 3.31895
Br: 0.84203 2.21284 1.88816
C: 1.44696 -0.23342 3.14115
Br: 1.80055 -0.95615 1.44101
N: 1.59351 -1.11929 4.30262
C: 2.93874 -1.09834 5.03471
N: 3.94057 -0.39894 4.28495
H: 0.88464 0.99624 5.49628
H: -0.23060 2.10336 4.64628
H: 1.47243 2.46670 4.77592
H: 0.83584 -0.96893 4.96737
H: 1.45921 -2.06695 3.94203
H: 2.76652 -0.60072 5.98460
H: 3.26203 -2.10061 5.27949
H: 4.80264 -0.92626 4.35874
H: 4.16090 0.46553 4.76681
C: 6.00409 -2.55841 1.64240
Cl: 4.62040 -3.57044 2.10710
Cl: 5.45733 -0.88797 1.46163
Cl: 7.22940 -2.63341 2.91108
Cl: 6.67103 -3.14279 0.12878
C: 3.57883 5.02491 3.12813
Cl: 4.08674 3.32077 3.08276
Cl: 3.11327 5.44904 4.77886
Cl: 4.91492 6.03961 2.59847
Cl: 2.19697 5.25473 2.05067
C: 9.92840 -0.44862 0.36629
Cl: 10.56671 -1.25122 1.80524
Cl: 10.98533 0.89420 -0.07410
Cl: 9.86097 -1.60033 -0.96973
Cl: 8.30774 0.18264 0.71103
C: -2.45342 -0.75499 -0.44912
Cl: -3.64803 0.53938 -0.41655
Cl: -1.50811 -0.63984 -1.93530
Cl: -1.36736 -0.60990 0.94624
Cl: -3.28233 -2.30754 -0.40418
C: 7.65954 2.51006 4.06442
Cl: 6.70496 2.83966 5.52244
Cl: 7.72270 3.95813 3.06181
Cl: 9.28991 2.02667 4.51970
Cl: 6.89695 1.19701 3.15228
C: -8.14745 0.24797 -0.93396
Cl: -8.06594 1.96630 -0.53796
Cl: -9.37959 -0.52816 0.06825
Cl: -8.55687 0.04868 -2.63695
Cl: -6.57787 -0.50131 -0.61474
C: -5.29817 -4.52613 -3.58507
Cl: -6.71405 -5.54921 -3.80935
Cl: -5.74319 -3.10516 -2.63835
Cl: -4.03478 -5.41990 -2.72102
Cl: -4.67805 -4.01741 -5.15823
C: -3.08173 1.16125 -5.88956
Cl: -2.56302 0.35879 -4.39689
Cl: -1.95516 2.46418 -6.27655
Cl: -3.10631 -0.01010 -7.21102
Cl: -4.70067 1.82615 -5.65950
C: 6.47035 9.17088 -0.05761
Cl: 6.82374 8.05053 1.26808
Cl: 7.82798 10.27344 -0.26729
Cl: 6.21569 8.25458 -1.54598
Cl: 5.01304 10.08752 0.32812
C: -1.53560 -8.37075 -1.39423
Cl: -1.40651 -6.64957 -0.99693
Cl: -2.82804 -9.09191 -0.43371
Cl: -1.90338 -8.54785 -3.10955
Cl: -0.00573 -9.17178 -1.02923
C: -6.05725 -4.96298 1.57321
Cl: -7.39936 -6.06036 1.89651
Cl: -6.67182 -3.31943 1.37414
Cl: -4.91915 -5.00649 2.92940
Cl: -5.22803 -5.45725 0.09398
C: 6.92598 3.10269 -2.20461
Cl: 5.94825 4.50784 -2.63563
Cl: 7.48333 3.26506 -0.53717
Cl: 5.94844 1.63458 -2.34803
Cl: 8.31694 2.99128 -3.28141
C: -10.14147 -5.33148 -5.98020
Cl: -11.37634 -4.07546 -6.09201
Cl: -10.68411 -6.77215 -6.84186
Cl: -8.64169 -4.74404 -6.70296
Cl: -9.87403 -5.73403 -4.27571
C: -11.28836 0.85605 4.06796
Cl: -12.60950 -0.25609 4.43253
Cl: -11.93228 2.48257 3.83419
Cl: -10.13775 0.86504 5.41024
Cl: -10.46441 0.33305 2.59057
C: 0.68444 4.79371 -8.82831
Cl: -0.31716 5.18507 -7.42393
Cl: 0.84297 6.22127 -9.85139
Cl: 2.28278 4.27686 -8.28176
Cl: -0.07648 3.48986 -9.74228

The HOMO energy comes out at -12.26 eV. The value obtained for the largest force on an atom is 1.53 eV/A. The HOMO-LUMO gap is 9.25 eV. The value obtained for the total energy is -914247.3405 eV. Its molecular weight is 2552.283 g mol⁻¹. As for the net charge: +1.


5.
A molecular structure, C16H31CrNP2S in a non-equilibrium geometry. Source: OMol25; level of theory: ωB97M-V/def2-TZVPD.

Cartesian coordinates (Å):
P: 0.19423 -1.41371 -2.75718
P: 0.01096 1.81352 -2.64390
C: -0.20850 -0.47326 -4.33363
C: 0.28835 0.97959 -4.30522
H: -1.30416 -0.50438 -4.44716
H: 0.24131 -1.01781 -5.17848
H: 1.37199 1.02117 -4.50080
H: -0.22406 1.57740 -5.07513
C: -1.59186 2.66091 -2.99430
H: -1.80412 3.35301 -2.16857
H: -2.40372 1.92313 -3.04178
H: -1.54918 3.22211 -3.93826
C: 1.16111 3.23254 -2.85219
H: 0.98292 3.76283 -3.79693
H: 2.19577 2.86762 -2.82733
H: 1.01895 3.92490 -2.01330
C: -0.96600 -2.82308 -2.97307
H: -0.75996 -3.56846 -2.19508
H: -0.85845 -3.28821 -3.96179
H: -1.99632 -2.46716 -2.84603
C: 1.76718 -2.22486 -3.28264
H: 2.57190 -1.48028 -3.34129
H: 1.65478 -2.72253 -4.25596
H: 2.04220 -2.96853 -2.52302
Cr: -0.00427 -0.04575 3.64014
C: 0.68996 1.52142 2.41409
C: -0.74035 1.44278 2.33740
C: -1.49584 0.74665 1.22495
C: -1.88190 -0.71407 1.59311
C: -0.83996 -1.43670 2.39625
C: 0.58516 -1.35222 2.18186
C: 1.22414 -0.58593 1.04880
C: 1.64830 0.85161 1.46342
C: 0.05291 -1.56624 5.34220
H: 1.11264 2.34224 3.00442
H: -1.31043 2.20207 2.89112
H: -0.93832 0.76061 0.27695
H: -2.42396 1.30045 1.03240
H: -2.79282 -0.69032 2.20595
H: -2.14364 -1.26460 0.68091
H: -1.19809 -2.29004 2.97958
H: 1.20247 -2.13719 2.63786
H: 0.57296 -0.54475 0.16432
H: 2.12360 -1.12509 0.72938
H: 2.61760 0.79441 1.97807
H: 1.82073 1.45484 0.56046
H: 0.87310 -1.42536 6.09410
H: 0.42043 -2.49898 4.81914
H: -0.99798 -1.73739 5.80308
S: 0.00848 0.57171 6.14327
C: -0.01601 0.04102 7.72117
N: -0.00424 -0.00164 8.88863

The multiplicity is 5. The HOMO energy (alpha / beta) comes out at -7.69 / -6.94 eV. The value obtained for the largest force on an atom is 3.18 eV/A. The HOMO-LUMO gap (alpha / beta) is 7.82 / 5.75 eV. The value obtained for the total energy is -76412.8760 eV. Its molecular weight is 383.442 g mol⁻¹. The energy above the lowest of the compared OMol25 structures with the same formula, charge and spin is 3.196 eV. As for the net charge: 0.


6.
C16H15N3O7 in the gas phase in a non-equilibrium geometry. Source: OMol25; level of theory: ωB97M-V/def2-TZVPD.

Cartesian coordinates (Å):
C: 2.47541 -3.10089 3.67822
H: 1.62348 -3.78719 3.65850
O: 2.06511 -1.76366 3.50702
C: 1.44623 -1.39929 2.37701
C: 1.15646 -2.25906 1.31212
C: 0.46890 -1.82758 0.19428
C: 0.07183 -0.49756 0.07242
C: 0.36737 0.36969 1.11475
C: 1.01146 -0.06240 2.26135
N: 1.16332 0.89222 3.32055
O: 2.00620 0.71850 4.16741
O: 0.39862 1.84590 3.30082
H: 0.08560 1.40589 1.03099
C: -0.74795 0.05751 -0.99619
N: -1.60616 0.99473 -0.62173
N: -2.27375 1.38408 -1.69095
C: -1.88746 0.70802 -2.78171
C: -0.88147 -0.17593 -2.39400
C: -0.15158 -1.03301 -3.28526
C: 1.05471 -1.56548 -3.04432
C: 1.75403 -2.42964 -3.99284
O: 2.83009 -2.93914 -3.78482
O: 1.08911 -2.63356 -5.14835
H: 1.61665 -3.21073 -5.72104
H: 1.59408 -1.37567 -2.12921
H: -0.62192 -1.21950 -4.24222
H: -2.30780 0.89063 -3.75030
C: -3.18602 2.49533 -1.56455
C: -3.49468 2.71496 -0.08519
C: -2.20455 2.97341 0.68951
O: -1.30611 3.66516 0.28861
O: -2.23273 2.40014 1.88560
H: -1.39535 2.51879 2.37783
H: -4.14231 3.58575 0.02368
H: -3.98474 1.84550 0.34957
H: -4.09636 2.28977 -2.13363
H: -2.70318 3.39387 -1.96593
H: 0.22481 -2.53870 -0.57982
H: 1.45641 -3.29306 1.36519
H: 3.20448 -3.39550 2.91803
H: 2.94436 -3.13268 4.65976

The HOMO energy comes out at -8.61 eV. The value obtained for the largest force on an atom is 1.23 eV/A. The HOMO-LUMO gap is 8.22 eV. The value obtained for the total energy is -35635.3621 eV. Its molecular weight is 361.310 g mol⁻¹. The energy above the lowest of the compared OMol25 structures with the same formula, charge and spin is 0.000 eV. As for the net charge: 0.


Q: Which of these has the lowest net charge?
A: C3HO3


Q: Look up the net charge of the second one.
A: -1